Formula: C9H14O
Source: the Open Molecules 2025 dataset
Level of theory: the ωB97M-V functional and the def2-TZVPD basis

Calculated values
Multiplicity ... 1
LUMO energy ... 0.7 eV
Frontier orbital gap ... 9.25 eV
ΔE to the lowest compared entry with this formula, charge and spin ... 1.730 eV
Energy ... -426.50920 a.u.
SMILES string ... Cc1ccc(O)cc1.CC

Each line ends with the natural charge from an NBO analysis.
Positions of all 24 atoms, in Å:
C: -0.7305 -0.6491 2.3211  -0.621
C: 0.3835 -0.9857 3.3269  -0.620
H: -0.9721 -1.3343 1.5130  0.206
H: -1.5649 -0.5112 2.9917  0.199
H: -0.4923 0.2194 1.6531  0.212
H: 0.4685 -0.2328 4.1235  0.214
H: 1.3049 -0.9232 2.7394  0.195
H: 0.3045 -2.0611 3.5089  0.211
C: 0.2118 -1.5811 -2.8757  -0.635
C: 1.0395 0.8610 -0.0788  -0.249
C: 1.1504 -0.1887 -0.9107  -0.223
C: -0.1315 1.6674 -0.0427  0.271
C: 0.1483 -0.4738 -1.8575  -0.008
C: -1.0622 1.4828 -1.0748  -0.238
C: -0.9338 0.3903 -1.9469  -0.217
O: -0.1684 2.8282 0.6722  -0.713
H: 1.8462 1.3209 0.5572  0.230
H: 2.0315 -0.7790 -1.1872  0.215
H: -0.0525 3.6435 0.1014  0.490
H: -1.7597 2.3158 -1.1269  0.214
H: 1.2176 -1.9895 -2.8885  0.216
H: -0.0734 -1.0867 -3.8241  0.217
H: -1.5561 0.3328 -2.8126  0.205
H: -0.6094 -2.2660 -2.8821  0.229

Formula: C9H14O
Source: the Open Molecules 2025 dataset
Level of theory: the ωB97M-V functional and the def2-TZVPD basis

Calculated values
Multiplicity ... 1
LUMO energy ... 0.8 eV
Frontier orbital gap ... 9.30 eV
ΔE to the lowest compared entry with this formula, charge and spin ... 0.215 eV
Energy ... -426.56489 a.u.
SMILES string ... Cc1ccc(O)cc1.CC

Each line ends with the natural charge from an NBO analysis.
Positions of all 24 atoms, in Å:
C: -1.2254 1.7766 3.2215  -0.624
C: -1.3996 0.0538 -0.1358  -0.264
C: -0.3859 -0.9017 -0.0329  0.298
C: -1.6475 0.8892 0.9257  -0.174
C: -0.8884 0.8327 2.1054  -0.056
C: 0.3176 -1.0410 1.1366  -0.293
C: 0.0634 -0.1570 2.1835  -0.186
O: -0.1080 -1.5857 -1.1883  -0.683
H: -1.9281 0.1503 -1.0748  0.225
H: -2.4208 1.6493 0.8518  0.206
H: 1.0073 -1.8659 1.2902  0.211
H: 0.3409 -2.4324 -1.0040  0.481
H: -1.3354 2.7846 2.8424  0.216
H: -0.4731 1.8245 4.0140  0.215
H: 0.6724 -0.2326 3.0863  0.208
H: -2.1717 1.5070 3.6861  0.218
C: 1.5061 -0.0409 -3.8935  -0.611
C: 2.6436 0.3825 -2.9504  -0.601
H: 1.8818 -0.8516 -4.5088  0.196
H: 0.6925 -0.4248 -3.2962  0.221
H: 1.2499 0.7734 -4.5597  0.200
H: 3.5752 0.5326 -3.4878  0.196
H: 2.4383 1.2799 -2.3767  0.201
H: 2.8309 -0.3908 -2.2017  0.196

Formula: C9H14O
Source: the Open Molecules 2025 dataset
Level of theory: the ωB97M-V functional and the def2-TZVPD basis

Calculated values
Multiplicity ... 1
LUMO energy ... 0.9 eV
Frontier orbital gap ... 9.23 eV
ΔE to the lowest compared entry with this formula, charge and spin ... 0.868 eV
Energy ... -426.54089 a.u.
SMILES string ... Cc1ccc(O)cc1.CC

Each line ends with the natural charge from an NBO analysis.
Positions of all 24 atoms, in Å:
C: -1.1581 0.8637 3.0197  -0.618
C: -2.3019 -0.1183 2.6448  -0.614
H: -0.5022 0.4643 3.7903  0.204
H: -0.4759 1.0521 2.1969  0.200
H: -1.7041 1.7010 3.4296  0.211
H: -2.0133 -0.7259 1.7903  0.209
H: -2.4183 -0.8638 3.4382  0.204
H: -3.2572 0.3799 2.5684  0.206
C: 1.8911 1.8695 -2.3206  -0.635
C: 0.9842 0.5434 -0.3664  -0.200
C: 1.3258 0.6169 -1.6954  -0.037
C: 0.2682 -0.5655 0.1149  -0.263
C: 1.3174 -0.5540 -2.4875  -0.185
C: 0.0402 -1.6215 -0.7378  0.292
C: 0.5574 -1.6106 -2.0321  -0.276
O: -0.7539 -2.6481 -0.2851  -0.677
H: 0.9720 1.4833 0.1764  0.209
H: -0.1767 -0.5258 1.0898  0.222
H: 1.7778 2.6849 -1.5889  0.214
H: 1.1906 2.3112 -3.0443  0.217
H: 1.8375 -0.5577 -3.4384  0.214
H: 0.4291 -2.5126 -2.6121  0.202
H: -0.6941 -3.4166 -0.8773  0.478
H: 2.8645 1.7504 -2.7735  0.221

Formula: C9H14O
Source: the Open Molecules 2025 dataset
Level of theory: the ωB97M-V functional and the def2-TZVPD basis

Calculated values
Multiplicity ... 1
LUMO energy ... 0.8 eV
Frontier orbital gap ... 9.18 eV
ΔE to the lowest compared entry with this formula, charge and spin ... 0.687 eV
Energy ... -426.54754 a.u.
SMILES string ... Cc1ccc(O)cc1.CC

Each line ends with the natural charge from an NBO analysis.
Positions of all 24 atoms, in Å:
C: -3.4617 -1.0985 0.2733  -0.627
C: -0.2653 0.7583 0.5968  -0.285
C: -1.1561 -0.2801 0.6304  -0.186
C: -0.4147 1.9304 -0.1565  0.296
C: -2.4244 -0.0732 -0.0170  -0.038
C: -1.6145 2.1081 -0.7973  -0.262
C: -2.5437 1.0757 -0.7546  -0.202
O: 0.4585 2.9743 -0.0689  -0.671
H: 0.6628 0.6100 1.1524  0.202
H: -0.9287 -1.2104 1.1265  0.210
H: 1.1073 2.8476 0.5977  0.480
H: -1.7517 2.9741 -1.4324  0.225
H: -3.0273 -2.0220 0.6494  0.214
H: -3.9487 -1.3798 -0.6723  0.214
H: -3.4957 1.1183 -1.2887  0.208
H: -4.2148 -0.7423 0.9764  0.222
C: 2.6630 -1.0522 -0.4148  -0.606
C: 4.0414 -1.3396 0.1365  -0.618
H: 2.4193 0.0007 -0.2859  0.203
H: 2.6269 -1.2499 -1.4869  0.207
H: 1.9313 -1.6741 0.0981  0.206
H: 4.4616 -2.2997 -0.1672  0.204
H: 4.0091 -1.3588 1.2386  0.197
H: 4.8661 -0.6169 0.0664  0.208

Formula: C9H14O
Source: the Open Molecules 2025 dataset
Level of theory: the ωB97M-V functional and the def2-TZVPD basis

Calculated values
Multiplicity ... 1
LUMO energy ... 0.9 eV
Frontier orbital gap ... 9.18 eV
ΔE to the lowest compared entry with this formula, charge and spin ... 1.293 eV
Energy ... -426.52527 a.u.
SMILES string ... Cc1ccc(O)cc1.CC

Each line ends with the natural charge from an NBO analysis.
Positions of all 24 atoms, in Å:
C: -0.4071 -0.5318 3.0041  -0.623
C: 0.6212 -0.3021 4.1525  -0.610
H: -0.8997 -1.4532 2.6988  0.219
H: -1.2425 0.1580 3.3048  0.192
H: 0.0135 -0.0805 2.1079  0.211
H: 1.0459 0.7093 4.1341  0.204
H: 1.5040 -0.9187 3.9444  0.202
H: 0.2395 -0.3414 5.1697  0.207
C: -1.8668 1.5353 0.4642  -0.631
C: 1.3934 0.2564 -0.8806  -0.288
C: 0.4783 1.0517 -0.2540  -0.167
C: 0.8719 -0.6414 -1.8215  0.285
C: -0.9579 0.8364 -0.4303  -0.074
C: -0.4510 -0.8482 -2.1403  -0.264
C: -1.3514 0.0269 -1.4359  -0.181
O: 1.7020 -1.3825 -2.6408  -0.689
H: 2.4247 0.3835 -0.5940  0.222
H: 0.7374 1.8742 0.3731  0.207
H: 2.5252 -1.6082 -2.1965  0.473
H: -0.7383 -1.5135 -2.9688  0.235
H: -2.8742 1.4380 0.0557  0.216
H: -1.6399 2.6166 0.5815  0.217
H: -2.3690 -0.1720 -1.8430  0.211
H: -1.9812 1.0246 1.4282  0.227

Formula: C9H14O
Source: the Open Molecules 2025 dataset
Level of theory: the ωB97M-V functional and the def2-TZVPD basis

Calculated values
Multiplicity ... 1
LUMO energy ... 0.9 eV
Frontier orbital gap ... 9.21 eV
ΔE to the lowest compared entry with this formula, charge and spin ... 1.111 eV
Energy ... -426.53195 a.u.
SMILES string ... Cc1ccc(O)cc1.CC

Each line ends with the natural charge from an NBO analysis.
Positions of all 24 atoms, in Å:
C: 1.0815 -1.8294 2.4876  -0.632
C: 0.0029 -0.8769 3.0469  -0.628
H: 0.6940 -2.7412 2.0347  0.207
H: 1.7453 -1.4326 1.7606  0.215
H: 1.7255 -2.1375 3.3317  0.212
H: -0.9584 -1.3305 3.2402  0.208
H: 0.1857 -0.4381 4.0281  0.211
H: -0.1265 -0.0197 2.3135  0.213
C: -2.7054 1.0531 -1.9201  -0.628
C: -0.7939 -0.0457 -0.5501  -0.194
C: -1.2619 0.8162 -1.5091  -0.049
C: 0.5493 -0.3797 -0.3163  -0.279
C: -0.2594 1.4734 -2.2318  -0.186
C: 1.5069 0.3714 -0.9770  0.308
C: 1.0928 1.2409 -2.0034  -0.294
O: 2.8073 0.2171 -0.6295  -0.694
H: -1.4534 -0.6202 0.0811  0.202
H: 0.6826 -1.2141 0.4452  0.241
H: -2.8237 2.1338 -2.0801  0.217
H: -3.3600 0.6518 -1.1669  0.217
H: -0.6547 2.1242 -3.0491  0.208
H: 1.9126 1.5767 -2.6734  0.214
H: 3.4541 0.8922 -0.8431  0.493
H: -3.0432 0.5149 -2.8198  0.219

Formula: C9H14O
Source: the Open Molecules 2025 dataset
Level of theory: the ωB97M-V functional and the def2-TZVPD basis

Calculated values
Multiplicity ... 1
LUMO energy ... 1.1 eV
Frontier orbital gap ... 9.50 eV
ΔE to the lowest compared entry with this formula, charge and spin ... 1.025 eV
Energy ... -426.53512 a.u.
SMILES string ... CCCCCc1ccco1

Each line ends with the natural charge from an NBO analysis.
Positions of all 24 atoms, in Å:
C: -2.1816 -0.2776 -0.1337  -0.612
C: -1.6239 1.1371 -0.3994  -0.409
C: -0.6788 1.2302 -1.6190  -0.388
C: 0.7979 0.9975 -1.3733  -0.394
C: 1.2425 -0.4253 -1.0770  -0.445
C: 1.2558 -0.6933 0.4565  0.297
C: 1.2152 0.0615 1.5921  -0.329
C: 1.1144 -0.8709 2.6304  -0.323
C: 1.2121 -2.1211 2.1091  0.090
H: -1.4518 -1.0825 -0.4331  0.205
H: -2.4900 -0.4216 0.9067  0.215
H: -3.0592 -0.4235 -0.7808  0.205
H: -1.1107 1.5364 0.4675  0.198
H: -2.4219 1.8794 -0.5718  0.203
H: -0.7351 2.2269 -2.0898  0.207
H: -1.0160 0.5419 -2.4735  0.192
H: 1.3441 1.3784 -2.2218  0.209
H: 1.1269 1.6578 -0.5448  0.195
H: 0.5285 -1.1538 -1.5376  0.218
H: 2.1946 -0.6068 -1.5412  0.223
H: 1.1938 1.1444 1.6237  0.233
H: 1.0442 -0.5600 3.6706  0.225
H: 1.2295 -3.0923 2.5676  0.202
O: 1.2695 -2.0627 0.7726  -0.418

Formula: C9H14O
Source: the Open Molecules 2025 dataset
Level of theory: the ωB97M-V functional and the def2-TZVPD basis

Calculated values
Multiplicity ... 1
LUMO energy ... 0.9 eV
Frontier orbital gap ... 9.50 eV
ΔE to the lowest compared entry with this formula, charge and spin ... 1.019 eV
Energy ... -426.53534 a.u.
SMILES string ... Cc1ccc(O)cc1.CC

Each line ends with the natural charge from an NBO analysis.
Positions of all 24 atoms, in Å:
C: 0.1145 0.6844 -3.2816  -0.618
C: 1.6072 0.6724 -3.0779  -0.625
H: -0.3771 1.4867 -2.6762  0.202
H: -0.2282 0.9029 -4.2904  0.214
H: -0.1915 -0.2719 -2.8354  0.209
H: 1.9286 0.8679 -2.0538  0.213
H: 2.3663 1.3432 -3.6084  0.208
H: 2.0407 -0.3220 -3.3496  0.199
C: 0.0222 -2.6726 0.8374  -0.640
C: -0.2779 0.5033 2.9307  -0.279
C: -0.1048 -0.8040 2.5652  -0.187
C: -0.7155 1.4674 1.9907  0.288
C: -0.2493 -1.2530 1.2190  -0.042
C: -0.9193 1.0534 0.7003  -0.270
C: -0.5872 -0.2600 0.3299  -0.186
O: -0.9096 2.7693 2.3946  -0.674
H: -0.0508 0.8652 3.9410  0.212
H: 0.0537 -1.5513 3.3368  0.207
H: -1.3689 2.6867 3.2372  0.477
H: -1.4434 1.6882 -0.0158  0.224
H: 0.1752 -3.3293 1.6990  0.217
H: 0.9323 -2.9453 0.3139  0.229
H: -0.9031 -0.6103 -0.6392  0.203
H: -0.9143 -2.9712 0.3325  0.221

Please write out number 2 again, unchanged.
Formula: C9H14O
Source: the Open Molecules 2025 dataset
Level of theory: the ωB97M-V functional and the def2-TZVPD basis

Calculated values
Multiplicity ... 1
LUMO energy ... 0.8 eV
Frontier orbital gap ... 9.30 eV
ΔE to the lowest compared entry with this formula, charge and spin ... 0.215 eV
Energy ... -426.56489 a.u.
SMILES string ... Cc1ccc(O)cc1.CC

Each line ends with the natural charge from an NBO analysis.
Positions of all 24 atoms, in Å:
C: -1.2254 1.7766 3.2215  -0.624
C: -1.3996 0.0538 -0.1358  -0.264
C: -0.3859 -0.9017 -0.0329  0.298
C: -1.6475 0.8892 0.9257  -0.174
C: -0.8884 0.8327 2.1054  -0.056
C: 0.3176 -1.0410 1.1366  -0.293
C: 0.0634 -0.1570 2.1835  -0.186
O: -0.1080 -1.5857 -1.1883  -0.683
H: -1.9281 0.1503 -1.0748  0.225
H: -2.4208 1.6493 0.8518  0.206
H: 1.0073 -1.8659 1.2902  0.211
H: 0.3409 -2.4324 -1.0040  0.481
H: -1.3354 2.7846 2.8424  0.216
H: -0.4731 1.8245 4.0140  0.215
H: 0.6724 -0.2326 3.0863  0.208
H: -2.1717 1.5070 3.6861  0.218
C: 1.5061 -0.0409 -3.8935  -0.611
C: 2.6436 0.3825 -2.9504  -0.601
H: 1.8818 -0.8516 -4.5088  0.196
H: 0.6925 -0.4248 -3.2962  0.221
H: 1.2499 0.7734 -4.5597  0.200
H: 3.5752 0.5326 -3.4878  0.196
H: 2.4383 1.2799 -2.3767  0.201
H: 2.8309 -0.3908 -2.2017  0.196

frontier orbital gap of number 4 (C9H14O)? 9.18 eV